Record 1
# C44H36Co2NO7P

C44H36Co2NO7P as an isolated structure in a non-equilibrium geometry (ωB97M-V/def2-TZVPD, the OMol25 dataset).

M, g mol⁻¹: 839.612
HOMO, eV: -6.63
HOMO-LUMO gap, hartree: 0.188
Total energy, hartree: -5386.41534

Each line ends with the Mulliken charge.
Geometry (Å):
C 10.53638 3.43179 4.23221  -0.73
H 0.17113 -0.94881 7.39926  0.40
H 4.09692 2.64922 9.33885  0.48
H -1.60823 2.13949 2.18924  0.28
O 6.63273 5.48990 2.10239  -0.52
C 1.73382 -0.27005 6.06721  -1.29
C 5.02552 2.96681 8.86301  -0.72
H 7.48394 5.75962 4.82903  0.38
H 7.41742 1.45878 2.79247  0.67
C -2.30388 0.13131 1.60064  0.66
C 1.45723 2.57367 2.01177  -0.19
C 5.14302 2.89571 7.47174  -0.46
C 6.58182 -1.49602 4.26447  -0.60
Co 4.12937 6.34478 3.71689  0.35
C 6.09461 3.43547 9.63271  -0.73
C -4.47221 -0.39586 0.63408  -0.51
C 3.91413 4.79754 5.00943  -0.52
C 9.59217 5.65272 4.38510  -0.81
C -0.02994 1.15134 6.93166  -0.81
P 6.47219 3.07050 5.01043  2.57
O 5.25015 2.21362 1.41893  -0.45
C 0.45635 2.21276 6.17383  -0.54
O 2.79727 8.11926 5.60473  -0.40
H 3.71805 -1.67042 1.15550  0.24
C 3.32835 7.40111 4.87255  0.22
C 2.19726 0.17621 2.18408  -0.20
H 9.18083 1.79218 4.58611  0.42
C -3.60864 0.52545 1.22137  -0.54
H 7.31636 -0.96104 2.29814  0.40
C 1.56304 2.03167 5.33161  0.41
H 2.32032 2.69542 1.34918  0.35
O 5.34225 8.69587 2.49425  -0.37
C 1.96924 3.15186 4.43597  0.32
H 11.39327 2.77465 4.07723  0.41
C -1.31181 1.08501 2.05042  -0.40
C 7.27105 3.85595 9.00592  -0.62
H 4.30427 2.52565 6.87452  0.68
H 6.52823 -2.56418 4.04359  0.41
C 8.33372 5.09999 4.63528  0.00
H 8.31611 4.10992 7.13500  0.35
H 5.93159 -1.71848 6.31582  0.43
H 6.06076 0.70136 6.81796  0.39
C 10.69291 4.81870 4.16567  -0.60
H 1.22413 3.96640 4.51222  0.76
C 2.87717 5.99119 2.52600  0.18
C 3.28767 3.64602 4.59004  -0.90
O 2.04479 5.80523 1.74162  -0.42
O 1.79252 -0.99375 1.68629  -0.21
C 6.28671 0.34552 5.81336  -0.67
C 1.09061 1.20451 2.19581  -0.02
H -0.00288 3.20349 6.21871  0.43
H 9.70453 6.73700 4.36017  0.43
H 2.24286 -1.23459 6.01056  0.49
H 2.93310 -4.02922 0.93200  0.42
H -5.46777 -0.07896 0.31607  0.36
C 7.01118 -0.60003 3.28156  -1.04
C 5.78897 5.15464 2.84791  0.33
H 0.61746 3.23006 1.76772  0.47
H -2.47142 -3.17639 0.73975  0.37
H -0.92030 -1.51118 1.77078  0.37
H 1.32413 -3.59290 1.51379  0.29
H 4.07842 5.07199 6.05286  1.21
C 9.28196 2.87375 4.50432  -0.50
C 8.16293 3.70465 4.67066  -0.29
H -4.74244 -2.44208 -0.02624  0.36
C 0.58520 -0.10299 6.84911  -0.69
C 2.82157 -2.03528 1.68250  0.02
C 7.04739 0.76871 3.55305  -0.47
C 5.05390 2.78545 2.41269  0.37
H 1.85546 2.86675 3.11650  -0.56
H 1.91531 -2.96884 -0.04616  0.31
H 11.67132 5.25236 3.95207  0.37
H 8.10400 4.23826 9.59803  0.41
C 6.34038 3.27732 6.83608  0.10
C 6.64149 1.25488 4.80539  0.26
H 3.17873 0.72763 4.78669  0.51
H -3.90189 1.56358 1.38526  0.35
C 2.20478 -3.21730 0.98075  -1.35
N -0.09892 0.68181 2.25130  -0.13
H 6.01150 3.47139 10.72043  0.37
C -4.06538 -1.72706 0.44469  -0.35
O 3.31435 0.38643 2.64501  -0.33
C 6.23739 -1.02241 5.53288  -0.63
H 3.07755 -2.27529 2.72666  0.22
C -1.92066 -1.21834 1.44934  -0.35
C 2.24837 0.81409 5.34906  1.09
C 7.39375 3.78346 7.61497  -0.87
C 4.86116 7.77142 2.99141  0.31
Co 4.89584 3.85145 3.78690  -0.13
C -2.79059 -2.14063 0.86706  -0.49
H -0.89146 1.30909 7.58297  0.41

Record 2
# C44H36N5PPtS4

C44H36N5PPtS4 as an isolated structure (ωB97M-V/def2-TZVPD, the OMol25 dataset).

Charge: +2
M, g mol⁻¹: 989.127
HOMO (spin up / spin down), eV: -12.48 / -13.56
Relative energy (zero: lowest compared OMol25 entry of this formula, charge and spin), kJ/mol: 0.0
HOMO-LUMO gap (spin up / spin down), hartree: 0.222 / 0.201
Total energy, hartree: -4024.97569
2S+1: 5

Each line ends with the Mulliken spin population.
Geometry (Å):
H -4.41600 -0.40391 -2.39402  0.00
H 0.66498 -0.44716 5.21871  0.00
C 2.78021 -1.17808 0.93144  -0.06
S -1.22995 2.14799 0.70831  0.87
H -5.11174 -3.86943 -2.52218  0.00
N 2.09726 -0.66367 -0.23950  0.20
C -1.43020 -6.41517 -1.08781  -0.01
C -6.17780 -1.59490 -1.94939  0.00
H -0.79625 -8.88947 -3.97974  0.00
H -3.38534 -2.78786 3.63509  0.00
C -6.39953 -1.33212 -0.59926  0.01
C -1.95118 -3.06731 -0.60819  0.00
H -7.06158 -2.23563 -3.79728  0.00
C -1.94397 4.10391 -3.26657  0.08
H 2.13672 -1.34477 -0.99371  -0.01
N -3.84445 -2.34996 -1.92056  0.04
C 2.17061 -1.05716 2.17859  0.00
H -2.89450 4.32963 -0.00766  -0.01
H -9.68208 -2.12056 -0.42334  0.00
H -7.83020 -1.31260 0.99256  0.00
C -7.22466 -2.04402 -2.74351  0.00
H -0.78133 -5.05258 0.47464  0.00
C -8.48603 -2.23240 -2.19546  0.00
C 1.43923 4.02049 3.80004  0.03
C -0.82431 2.42272 -1.95970  0.12
H 2.55202 0.18002 -0.58160  -0.01
H -2.20193 -9.56345 -2.06482  0.00
H 3.30284 3.83383 2.74945  0.00
H 5.64087 -2.73379 1.82290  0.00
C 0.93859 1.41988 2.96843  0.04
H 2.39321 -1.46786 4.28117  0.00
H -3.87709 -5.62584 -1.14812  0.00
H -0.93438 1.62471 4.02147  0.00
C 2.37556 3.34999 3.02232  -0.01
C -1.69489 -5.43587 0.02500  0.01
C -2.38669 3.97655 -0.89412  0.05
C 2.12689 2.05502 2.60430  0.02
C -1.50050 2.87939 -0.79530  0.06
C -3.82352 -4.55744 -0.94698  0.00
H -4.80197 -1.63276 -3.60729  0.00
N -4.26042 6.55486 -2.27226  -0.01
C -0.19504 -0.99492 4.85499  0.01
C -1.02528 -1.62550 5.76454  0.00
C -0.40880 -6.92926 -3.20442  0.00
C -2.18852 4.71576 -4.53545  -0.01
C -2.48161 -2.29924 3.97416  0.00
C -1.64606 -1.67882 3.05841  -0.04
C -8.69991 -1.97713 -0.85081  0.00
P 0.57578 -0.20733 2.29513  0.32
S -0.34139 -2.68983 -0.26545  0.17
C 2.83997 -1.54667 3.30049  0.00
C -7.65615 -1.52618 -0.05274  0.00
C -4.07477 -3.76951 -2.20679  0.00
C -0.63107 -6.04204 -2.16553  0.01
C 4.02446 -1.77827 0.79920  0.01
C -2.61207 4.58011 -2.10453  -0.02
H 4.48484 -1.85940 -0.17723  0.00
C -0.97637 -8.19617 -3.17042  0.00
C 4.07760 -2.14938 3.17381  0.00
C -2.16845 -2.28125 5.32293  0.00
N -2.39297 5.18928 -5.56053  0.06
Pt -0.29185 -0.18353 0.05926  1.07
S -2.70004 -0.39052 -0.55837  0.23
H -1.90459 -1.68146 2.00828  0.04
C -1.06284 3.04553 -3.18870  -0.04
C -3.52330 5.67917 -2.19849  0.00
H -5.59350 -0.95871 0.02171  -0.01
H -0.17164 -5.06156 -2.18692  0.00
H -2.30729 -5.88343 0.80963  0.00
H -0.56110 2.70368 -4.08320  -0.01
C -4.80497 -1.40969 -2.53862  0.01
H 4.58172 -2.52995 4.05068  0.00
S 0.31259 1.13078 -1.86517  0.68
H -4.53348 -4.29809 -0.15757  0.00
H 2.87190 1.53374 2.01428  0.00
C -1.76578 -8.57522 -2.09678  0.00
H -0.78878 -1.59415 6.81850  0.00
H 0.21717 -6.64092 -4.03741  0.00
C 0.25402 3.39536 4.16088  -0.01
H 1.63728 5.03132 4.12832  0.00
H -9.29912 -2.57392 -2.81976  0.00
H -2.82189 -2.76231 6.03706  0.00
H -2.60586 -7.98444 -0.21508  0.00
C 4.67202 -2.26537 1.92221  0.00
C -2.88932 -1.97909 -1.10155  0.03
N -2.45888 -4.27236 -0.48380  0.05
H -3.41570 -4.08765 -3.01911  0.00
C -1.99496 -7.68366 -1.05766  0.00
C -0.00350 2.10029 3.74225  0.04
C -0.49081 -1.03410 3.48987  0.00
H -0.47213 3.91632 4.76913  0.00